Record 1
A molecular structure, C19H21Br2IrN3O. Source: the Open Molecules 2025 dataset; level of theory: wB97M-V/def2-TZVPD.

Each line ends with the Mulliken charge.
Cartesian coordinates (Å):
Ir: 0.00 -0.30 -0.05  0.332
O: -0.82 2.82 -5.19  -0.385
C: -0.52 2.09 -4.18  0.841
C: 0.36 0.97 -4.21  -0.618
C: 0.60 0.28 -3.06  -0.350
N: 0.01 0.62 -1.87  -0.386
C: -0.82 1.70 -1.87  0.516
Br: -1.51 1.99 -0.13  -0.035
C: -1.13 2.45 -2.94  -0.478
H: -0.41 2.57 -6.04  0.376
H: 0.83 0.66 -5.13  0.414
H: 1.26 -0.57 -3.06  0.541
H: -1.80 3.30 -2.90  0.544
Br: -3.60 -5.61 1.08  0.157
C: -2.58 -4.14 0.78  0.243
C: -1.24 -4.27 0.37  -0.578
C: -0.50 -3.14 0.14  -0.158
N: -1.04 -1.89 0.29  -0.037
C: -2.34 -1.76 0.70  -0.027
C: -3.13 -2.85 0.94  -0.645
H: -0.80 -5.24 0.22  0.492
H: 0.52 -3.21 -0.20  0.499
H: -2.74 -0.75 0.78  0.471
H: -4.16 -2.71 1.24  0.491
C: -0.02 1.81 3.92  -0.770
N: 0.24 0.47 4.53  -0.087
C: 1.32 0.56 5.58  -0.898
C: 0.47 -0.63 3.51  -1.279
C: 1.62 -0.38 2.56  0.490
C: 2.90 -0.62 2.98  -0.527
C: 4.04 -0.31 2.17  -0.641
C: 3.89 0.16 0.86  -0.837
C: 2.62 0.35 0.38  -0.114
C: 1.47 -0.02 1.17  0.684
H: -0.51 2.44 4.66  0.407
H: -0.66 1.69 3.05  0.273
H: 0.93 2.26 3.63  0.368
H: -0.61 0.19 5.03  0.364
H: 2.24 0.92 5.12  0.463
H: 1.47 -0.41 6.04  0.378
H: 0.99 1.27 6.33  0.366
H: -0.47 -0.75 2.96  0.490
H: 0.64 -1.54 4.08  0.478
H: 3.08 -1.05 3.96  0.667
H: 5.03 -0.41 2.60  0.464
H: 4.75 0.39 0.25  0.484
H: 2.49 0.77 -0.61  0.558

Properties
highest occupied orbital energy (alpha / beta): -0.7688 / -0.7741 hartree
net charge: +4
<S²>: 0.77
2S+1: 2
total energy: -169439.639 eV

***

Record 2
A single CH4N2Si molecule. Source: the Open Molecules 2025 dataset; level of theory: wB97M-V/def2-TZVPD.

Each line ends with the Mulliken charge.
Cartesian coordinates (Å):
C: -0.25 -1.01 1.25  0.281
N: -0.08 -1.12 2.37  -0.378
N: -0.56 -0.74 -0.09  -0.277
Si: 0.17 0.80 -0.59  0.377
H: -0.65 -1.60 -0.53  0.283
H: 1.49 0.36 -0.95  -0.093
H: 0.18 1.90 0.36  -0.076
H: -0.30 1.42 -1.82  -0.117

Properties
highest occupied orbital energy: -0.3795 hartree
SMILES string: N#CN[SiH3]
total energy: -11958.669 eV
ΔE to the lowest compared entry with this formula, charge and spin: 15.63 kcal per mole

***

Record 3
A gas-phase ion, C5H12NO2 (charge -1). Source: the Open Molecules 2025 dataset; level of theory: wB97M-V/def2-TZVPD.

Each line ends with the Mulliken charge.
Cartesian coordinates (Å):
C: -2.09 0.02 -0.04  -1.652
C: -0.57 0.22 -0.17  0.549
C: 0.07 -0.21 1.18  -0.943
C: 1.47 0.31 1.42  -0.377
O: 1.82 0.38 2.82  -0.567
N: 0.02 -0.69 -1.20  -0.445
C: 0.66 0.06 -2.39  -0.325
O: -0.22 0.31 -3.37  -0.897
H: -2.62 0.32 -0.93  0.387
H: -2.13 -1.07 0.15  0.339
H: -2.51 0.54 0.83  0.410
H: -0.39 1.24 -0.55  0.376
H: -0.63 0.15 1.92  0.385
H: 0.10 -1.30 1.19  0.301
H: 2.21 -0.34 0.97  0.193
H: 1.67 1.32 1.05  0.316
H: 1.45 -0.36 3.29  0.295
H: -0.73 -1.29 -1.54  0.198
H: 1.00 1.00 -1.90  0.205
H: 1.43 -0.64 -2.72  0.251

Properties
highest occupied orbital energy: -0.0908 hartree
net charge: -1
SMILES string: C[C@@H](CCO)NC[O-]
total energy: -10963.662 eV
ΔE to the lowest compared entry with this formula, charge and spin: 76.76 kcal per mole

***

Record 4
2 unconnected molecules or ions with the total composition C5H11O3. Source: the Open Molecules 2025 dataset; level of theory: wB97M-V/def2-TZVPD.

Each line ends with the Mulliken charge.
Cartesian coordinates (Å):
C: 0.19 0.46 1.62  0.626
C: -1.27 0.87 1.65  -1.282
C: 0.72 0.27 3.03  -1.368
O: 0.38 -0.76 0.93  -0.631
H: 0.73 1.26 1.12  0.241
H: -1.89 0.17 2.21  0.280
H: 0.41 -0.72 3.37  0.341
H: 1.82 0.25 3.04  0.311
H: 0.34 1.01 3.74  0.347
H: 0.20 -0.56 -0.04  0.494
H: -1.67 0.90 0.63  0.373
H: -1.33 1.89 2.04  0.332
C: 0.68 -1.06 -3.67  -0.775
C: -0.43 -0.30 -2.89  0.448
O: -0.26 -0.23 -1.63  -0.709
O: -1.38 0.17 -3.55  -0.719
H: 1.04 -0.38 -4.45  0.228
H: 0.23 -1.93 -4.17  0.225
H: 1.47 -1.33 -2.97  0.237

Properties
highest occupied orbital energy: -0.1643 hartree
net charge: -1
total energy: -11507.860 eV
ΔE to the lowest compared entry with this formula, charge and spin: 4.77 kcal per mole

***

Record 5
A molecular structure, C27H70FeN16O11. Source: the Open Molecules 2025 dataset; level of theory: wB97M-V/def2-TZVPD.

Each line ends with the Mulliken charge.
Cartesian coordinates (Å):
Fe: 4.15 1.76 -0.51  0.708
O: 2.69 2.02 1.06  -0.391
C: 1.69 1.01 1.04  0.499
C: 1.68 0.25 -0.38  1.327
O: 2.85 0.16 -1.14  0.517
H: 0.75 1.28 1.52  0.373
H: 1.90 0.28 1.83  -0.330
H: 0.97 0.90 -0.90  -0.167
H: 1.36 -0.80 -0.40  -1.897
C: -5.37 3.76 -1.94  -1.932
C: -5.74 2.26 -1.89  1.550
C: -5.61 1.84 -3.30  -1.428
C: -4.13 1.71 -3.84  -1.031
C: -3.28 0.72 -2.96  -0.490
C: -3.43 0.97 -1.40  2.579
N: -4.84 1.34 -1.09  0.300
O: -5.21 1.28 0.11  -0.503
C: -3.08 -0.42 -0.78  -2.264
C: -2.58 2.20 -0.97  -1.427
C: -7.32 2.09 -1.65  -1.807
H: -4.81 4.13 -2.79  0.326
H: -5.13 4.00 -0.90  0.412
H: -6.26 4.39 -2.02  0.511
H: -5.93 0.84 -3.59  0.383
H: -6.06 2.57 -3.97  0.450
H: -3.73 2.69 -4.10  0.406
H: -4.32 1.36 -4.86  0.503
H: -2.26 0.94 -3.29  -0.375
H: -3.43 -0.31 -3.27  0.611
H: -4.00 -0.97 -0.56  0.337
H: -2.43 -1.03 -1.41  0.335
H: -2.46 -0.18 0.08  0.339
H: -2.58 2.40 0.10  0.440
H: -1.57 1.94 -1.28  -0.131
H: -2.92 3.04 -1.58  0.377
H: -7.58 1.03 -1.65  0.429
H: -7.95 2.65 -2.34  0.394
H: -7.65 2.27 -0.62  0.390
H: -5.45 0.37 0.30  0.339
C: 1.71 -2.47 3.41  -0.955
C: 1.16 -3.56 2.44  2.002
C: 1.39 -4.89 3.13  -1.372
C: 0.72 -6.14 2.39  -0.766
C: -0.80 -5.83 2.16  -1.184
C: -1.11 -4.51 1.54  1.804
N: -0.28 -3.43 2.19  -0.277
O: -0.50 -2.15 1.75  0.456
C: -0.70 -4.70 0.05  -1.614
C: -2.60 -4.19 1.69  -1.882
C: 1.93 -3.56 0.99  -1.373
H: 2.74 -2.70 3.69  0.310
H: 1.14 -2.51 4.33  0.523
H: 1.46 -1.52 2.95  -0.575
H: 2.47 -5.02 3.13  0.440
H: 0.95 -4.82 4.13  0.444
H: 0.71 -7.08 2.94  0.475
H: 1.31 -6.40 1.51  0.305
H: -1.20 -5.71 3.17  0.383
H: -1.33 -6.68 1.73  0.454
H: -1.40 -5.40 -0.41  0.538
H: -0.90 -3.89 -0.65  0.168
H: 0.30 -5.13 -0.06  0.431
H: -2.77 -3.17 1.34  0.143
H: -3.23 -5.02 1.37  0.408
H: -2.88 -4.10 2.74  0.431
H: 2.74 -2.82 0.95  -0.031
H: 1.30 -3.55 0.10  0.205
H: 2.37 -4.53 0.76  0.357
H: 0.00 -2.24 0.93  0.011
C: 2.69 4.10 4.00  0.482
O: 2.74 4.99 4.88  -0.772
N: 2.06 2.98 4.03  -0.085
N: 3.40 4.15 2.94  -0.294
H: 2.24 2.32 3.28  -0.112
H: 1.63 2.71 4.90  0.132
H: 3.28 3.48 2.19  0.258
H: 3.90 5.01 2.73  0.199
C: 5.62 -0.22 1.37  0.379
O: 5.41 0.74 0.69  -0.572
N: 6.85 -0.54 1.77  -0.449
N: 4.73 -1.12 1.75  -0.024
H: 7.21 -1.25 2.39  0.187
H: 7.39 0.29 1.53  0.267
H: 3.77 -1.05 1.47  -0.331
H: 4.86 -1.44 2.70  0.268
C: -1.28 0.60 5.01  0.382
O: -2.19 0.48 5.87  -0.729
N: -0.19 1.37 5.05  -0.280
N: -1.19 -0.11 3.92  -0.054
H: 0.36 1.36 4.20  0.353
H: -0.14 2.07 5.77  0.205
H: -1.97 -0.74 3.77  0.143
H: -0.32 -0.25 3.42  -0.024
C: 0.46 2.46 -3.97  0.590
O: 1.06 3.49 -3.73  -0.699
N: -0.22 2.20 -5.05  -0.335
N: 0.59 1.37 -3.38  0.110
H: -0.42 2.98 -5.66  0.233
H: -0.48 1.24 -5.18  0.166
H: 1.25 1.42 -2.62  -0.314
H: 0.30 0.48 -3.76  0.156
C: 1.95 -2.82 -2.92  0.340
O: 2.04 -3.66 -3.82  -0.775
N: 2.90 -2.70 -2.06  0.199
N: 0.98 -1.88 -2.91  0.125
H: 2.67 -1.88 -1.51  -0.487
H: 3.73 -3.28 -2.05  0.180
H: 1.07 -1.25 -2.13  -0.051
H: 0.22 -2.02 -3.55  0.160
C: 5.09 0.53 -3.50  0.542
O: 5.36 1.20 -2.52  -0.610
N: 3.94 -0.03 -3.77  -0.203
N: 5.90 0.43 -4.45  -0.385
H: 3.25 -0.04 -3.04  -0.016
H: 3.69 -0.64 -4.54  0.244
H: 6.82 0.61 -4.10  0.270
H: 5.67 0.35 -5.43  0.191
C: -0.26 5.26 0.25  0.697
O: 0.50 5.29 -0.76  -0.697
N: -0.51 4.19 0.98  -0.217
N: -0.84 6.39 0.62  -0.421
H: -1.12 4.23 1.78  0.196
H: 0.19 3.52 0.72  -0.046
H: -0.82 7.19 0.01  0.269
H: -1.51 6.37 1.38  0.144

Properties
highest occupied orbital energy (alpha / beta): -0.2695 / -0.2695 hartree
<S²>: 6.01
2S+1: 5
total energy: -109881.682 eV
ΔE to the lowest compared entry with this formula, charge and spin: 165.18 kcal per mole

***

Record 6
A molecular structure, C34H34Cl3N2O2SSi2Tl. Source: the Open Molecules 2025 dataset; level of theory: wB97M-V/def2-TZVPD.

Each line ends with the Mulliken charge.
Cartesian coordinates (Å):
Tl: 1.17 0.31 1.29  2.119
C: -1.36 2.50 2.88  -1.160
Si: 0.03 1.31 3.36  -0.113
C: 0.94 2.15 4.78  -1.065
C: -0.89 -0.16 4.21  0.102
C: -1.57 0.10 5.40  -0.485
C: -2.21 -0.90 6.12  -0.656
C: -2.17 -2.21 5.65  -0.678
C: -1.51 -2.48 4.46  -0.289
C: -0.88 -1.48 3.71  0.727
Si: -0.21 -1.89 1.97  -0.186
C: 0.66 -3.58 2.14  -1.303
C: -1.83 -2.34 1.06  -0.932
H: -1.94 2.81 3.76  0.401
H: -2.05 2.03 2.17  0.210
H: -0.95 3.39 2.39  0.274
H: 0.24 2.54 5.53  0.346
H: 1.55 2.96 4.40  0.305
H: 1.61 1.44 5.28  0.213
H: -1.59 1.11 5.80  0.181
H: -2.73 -0.67 7.04  0.350
H: -2.66 -3.01 6.20  0.353
H: -1.50 -3.51 4.10  0.192
H: -0.05 -4.39 2.36  0.333
H: 1.42 -3.56 2.93  0.324
H: 1.17 -3.84 1.21  0.264
H: -2.31 -3.21 1.53  0.385
H: -1.67 -2.56 0.01  0.054
H: -2.53 -1.50 1.12  0.300
Cl: 3.42 -0.51 3.95  -0.072
C: 4.75 0.68 4.04  0.360
Cl: 6.19 -0.07 3.27  -0.202
Cl: 5.12 0.94 5.77  -0.203
C: 4.45 2.10 3.33  0.358
O: 5.41 2.87 3.43  -0.728
O: 3.33 2.19 2.82  -0.546
N: 0.06 -0.92 -1.43  -0.106
S: 0.64 -2.04 -2.32  0.225
C: -0.61 -3.27 -2.77  0.217
C: -1.77 -2.91 -3.45  -0.254
C: -2.78 -3.84 -3.61  -0.694
C: -2.65 -5.12 -3.07  -0.321
C: -1.50 -5.47 -2.39  -0.588
C: -0.48 -4.54 -2.22  -0.247
C: 0.92 -1.39 -3.99  0.152
C: 1.13 -2.21 -5.10  -0.420
C: 1.42 -1.63 -6.33  -0.548
C: 1.49 -0.25 -6.45  -0.439
C: 1.29 0.55 -5.34  -0.575
C: 1.00 -0.01 -4.10  -0.445
H: -0.77 -0.46 -1.80  0.112
H: -1.87 -1.91 -3.86  0.399
H: -3.69 -3.57 -4.13  0.368
H: -3.45 -5.84 -3.19  0.365
H: -1.39 -6.46 -1.96  0.374
H: 0.41 -4.78 -1.66  0.344
H: 1.06 -3.29 -5.00  0.362
H: 1.58 -2.27 -7.19  0.364
H: 1.71 0.20 -7.41  0.355
H: 1.35 1.63 -5.42  0.442
H: 0.85 0.59 -3.21  0.604
C: 3.07 -0.16 0.36  -1.478
H: 3.35 -1.19 0.60  0.295
H: 3.84 0.52 0.72  0.361
H: 2.95 -0.06 -0.72  0.296
N: -2.52 8.11 -4.50  -0.585
C: -2.12 7.23 -3.88  0.079
C: -1.62 6.13 -3.11  0.579
C: -2.40 5.57 -2.09  -0.638
C: -1.93 4.50 -1.36  -0.360
C: -0.66 3.95 -1.61  0.403
C: 0.11 4.53 -2.63  -0.396
C: -0.36 5.60 -3.37  -0.676
C: -0.18 2.84 -0.87  0.070
C: 0.22 1.89 -0.22  -1.339
H: -3.38 5.98 -1.88  0.409
H: -2.53 4.07 -0.57  0.473
H: 1.09 4.12 -2.83  0.525
H: 0.25 6.03 -4.15  0.400

Properties
highest occupied orbital energy: -0.0382 hartree
net charge: -2
total energy: -111734.443 eV
ΔE to the lowest compared entry with this formula, charge and spin: 27.70 kcal per mole

***

What is the formula in the fifth record?
C27H70FeN16O11

***

What is the total energy in the fourth record?
-11507.860 eV

***

Among the records above, which one has the highest total energy?
C5H12NO2